Entry from the Open Molecules 2025 dataset: C10H25AlClIN2P2 as an isolated structure in a non-equilibrium geometry (wB97M-V/def2-TZVPD).

Values from the calculation:
Max |F| (eV/A): 1.9
Frontier orbital gap (eV): 8.858
LUMO level (Ha): -0.25561
Charge: +2
Total energy (Eh): -2188.16000

Each line ends with the Mulliken charge.
CARTESIAN COORDINATES (ANGSTROEM)
I -2.0404 -0.1533 -1.4065  0.1676
Cl 2.3330 -0.0181 -0.0253  -0.3397
P 0.3436 2.4243 -0.5429  0.5727
P 0.3522 -2.4657 -0.1654  0.5127
Al 0.1375 0.0089 0.0273  0.6953
N -0.9447 -0.8752 2.6473  -0.0974
N -0.6339 0.1840 1.8517  0.4201
C -1.2125 3.3603 -0.6635  -1.1823
C 1.3934 3.3614 0.6158  -1.1197
C -0.8066 -0.0730 -3.2767  -0.9167
C -1.4388 0.9173 3.8213  -1.1792
C -1.4060 -0.4723 3.8364  -0.0630
C 1.1897 -2.8189 -1.7520  -1.1632
C -0.9490 1.3019 2.5704  -0.1674
C 1.2123 2.5282 -2.1310  -1.2358
C 1.4270 -3.2809 1.0810  -1.1669
C -1.1704 -3.4901 -0.1488  -1.1953
H 1.3972 4.4286 0.3656  0.4868
H -1.1448 0.8331 -3.8013  0.4032
H 1.4314 -4.3696 0.9305  0.4644
H -0.7295 -1.8508 2.3844  0.0850
H 0.6273 2.0824 -2.9451  0.2899
H -1.8173 -3.1885 0.6915  0.3750
H -1.7201 1.5817 4.6200  0.4287
H -0.9099 -4.5519 -0.0336  0.4427
H -1.7914 3.0472 -1.5416  0.3454
H -1.8370 3.1783 0.2242  0.3287
H -1.7453 -3.3448 -1.0761  0.3687
H 1.0455 3.2331 1.6526  0.3010
H 1.4280 3.5813 -2.3711  0.4558
H -1.0044 4.4355 -0.7323  0.4673
H 0.2694 -0.0551 -3.0936  0.3375
H -0.7926 2.3029 2.1950  0.4692
H 2.1408 -2.2662 -1.7802  0.3638
H 1.3885 -3.9014 -1.8283  0.4550
H 2.1617 1.9777 -2.0579  0.3621
H -1.0987 -0.9760 -3.8357  0.4024
H 2.4485 -2.8847 0.9915  0.3545
H 0.5742 -2.4915 -2.6023  0.2716
H 2.4234 2.9746 0.5732  0.3527
H 1.0772 -3.0568 2.0991  0.3687
H -1.6085 -1.1578 4.6322  0.4782